This record from OMol25 describes a molecular structure, C6H19Br2CuN5O3 at a distorted geometry. The level of theory is ωB97M-V/def2-TZVPD.

The value obtained for the energy above the lowest of the compared OMol25 structures with the same formula, charge and spin is 196.3 kcal per mole. Its spin multiplicity is 2. The total energy comes out at -7527.84303 hartree. The HOMO energy (alpha / beta) comes out at -6.522 / -6.527 eV. For the lowest unoccupied orbital energy (alpha / beta), the calculation gives -0.10125 / -0.15563 hartree. The calculation puts the frontier orbital gap (alpha / beta) at 3.8 / 2.3 eV. The expectation value of S² is 0.752.

Atoms and positions in Å:
Cu -0.52232 0.50163 0.16459
Br 1.53598 -3.55897 1.26501
Br -2.56048 4.70051 -1.21540
C 2.12833 3.02596 5.09072
O 1.44160 2.40117 4.28328
N 1.58051 3.80144 5.97129
N 3.42288 2.88231 5.20324
H 2.05988 4.44664 6.58285
H 0.58076 3.72534 6.09302
H 3.95042 3.62216 5.64417
H 3.90160 2.37982 4.46945
C -5.10247 -2.19351 2.86056
O -4.56177 -1.33502 2.19954
N -6.05077 -2.95192 2.43664
N -4.83810 -2.36734 4.09732
H -6.37337 -2.94254 1.47960
H -6.41147 -3.62480 3.09787
H -4.26831 -1.64035 4.50588
H -5.15051 -3.04953 4.77343
C 3.56335 -0.13409 -4.72378
C 2.16455 0.31834 -4.11818
C 1.06319 -0.72061 -4.38052
O -0.17181 -0.56726 -3.65058
C -1.15058 -1.61029 -3.87865
N 2.28847 0.61761 -2.64018
H 4.02512 -0.88085 -4.07787
H 4.24039 0.71710 -4.79588
H 3.54698 -0.53507 -5.73722
H 1.82059 1.15863 -4.72126
H 1.43308 -1.72283 -4.16409
H 0.87520 -0.67679 -5.45329
H -1.92795 -1.47116 -3.12736
H -0.75613 -2.61892 -3.75544
H -1.65435 -1.47912 -4.83631
H 2.71257 1.53426 -2.64196
H 3.16487 0.24805 -2.30040

Atomic forces in eV per Å
Cu 0.449 -0.669 -0.022
Br -0.273 0.560 -0.186
Br 0.017 -0.034 0.013
C -1.796 -2.257 -2.382
O 0.119 -0.138 -0.193
N -2.393 2.927 3.032
N 3.840 -0.078 -0.235
H 0.036 -0.422 -0.147
H 0.265 0.172 -0.241
H 0.063 -0.313 0.000
H -0.182 0.118 0.088
C 0.600 2.016 -2.358
O 0.840 1.268 -1.187
N -3.586 -3.208 -1.813
N 2.397 0.310 6.434
H 0.252 -0.029 0.353
H -0.295 0.011 -0.677
H 0.121 -0.283 -0.112
H -0.260 -0.019 -0.701
C -0.922 0.262 0.380
C 0.322 -0.949 0.210
C -0.260 -1.065 0.230
O 0.276 0.008 -0.193
C 0.366 0.981 0.286
N 0.541 0.977 -1.235
H -0.067 -0.067 0.025
H -0.073 0.162 0.285
H -0.477 -0.133 -0.005
H 0.213 0.680 0.684
H 0.204 -0.221 0.082
H -0.212 -0.084 -0.251
H 0.142 0.056 0.137
H 0.273 0.037 -0.146
H 0.263 -0.145 -0.310
H -0.806 1.259 0.008
H 0.003 -1.688 0.145